(w)
12
Properties=species:S:1:pos:R:3:lowdin_charge:R:1 method="wB97M-V/def2-TZVPD" spin_multiplicity=1 lumo_ev=0.84 orbital_gap_ev=11.18 smiles="CNC=O.C#N" e_homo_ev=-10.34
C 0.377 0.736 1.546 -0.079
N 1.228 0.759 -2.905 0.048
C 0.455 -0.056 -2.637 -0.093
N -0.373 0.218 0.421 -0.025
C -0.760 -1.066 0.277 -0.365
O -1.290 -1.527 -0.724 -0.032
H -0.183 1.517 2.070 0.083
H 0.570 -0.079 2.249 0.083
H 1.339 1.139 1.216 0.088
H -0.276 -0.786 -2.311 0.030
H -0.536 0.830 -0.368 0.124
H -0.551 -1.686 1.168 0.137

(x)
12
Properties=species:S:1:pos:R:3:lowdin_charge:R:1 method="wB97M-V/def2-TZVPD" spin_multiplicity=1 lumo_ev=0.52 orbital_gap_ev=9.66 smiles=c1c[nH]cn1.O e_homo_ev=-9.14
C 1.441 -0.404 0.120 -0.122
C 0.746 -1.149 1.024 -0.146
N -0.517 -1.411 0.461 0.043
C -0.440 -1.040 -0.779 -0.224
N 0.630 -0.179 -1.034 0.048
H 2.422 0.094 0.016 0.109
H 1.128 -1.492 1.986 0.097
H -1.221 -1.112 -1.474 0.092
H 0.796 0.613 -1.586 0.109
H -0.932 2.502 -0.425 0.058
H -2.267 2.507 0.396 0.036
O -1.399 2.946 0.363 -0.100

Which of them is least stable? Easy: (x).

(w)
12
Properties=species:S:1:pos:R:3:lowdin_charge:R:1 method="wB97M-V/def2-TZVPD" spin_multiplicity=1 lumo_ev=-0.15 orbital_gap_ev=8.69 smiles="CN/N=C/C=O" e_homo_ev=-8.84
C 0.979 -1.863 -0.587 -0.129
C -0.757 1.058 0.203 -0.167
C -0.548 2.432 0.666 -0.295
H 0.575 -2.800 -1.013 0.074
H 1.770 -2.106 0.269 0.114
H 1.477 -1.296 -1.372 0.071
H -0.695 -1.418 0.491 0.117
H -1.815 0.644 0.209 0.129
H -1.356 3.078 1.026 0.108
N -0.150 -1.048 -0.261 -0.132
N 0.040 0.307 -0.396 0.050
O 0.480 3.013 0.764 0.059

(x)
12
Properties=species:S:1:pos:R:3:lowdin_charge:R:1 method="wB97M-V/def2-TZVPD" spin_multiplicity=1 lumo_ev=0.58 orbital_gap_ev=10.62 smiles=N#C[C@@H](N)CO e_homo_ev=-10.04
N -0.837 0.564 1.159 0.055
C 0.097 0.593 0.037 -0.380
C 0.462 -0.825 -0.452 -0.230
O 0.789 -1.656 0.641 -0.062
C -0.468 1.349 -1.092 -0.186
N -0.961 1.901 -1.981 0.158
H -1.780 0.767 0.863 0.075
H -0.811 -0.363 1.565 0.068
H 1.022 1.104 0.349 0.142
H -0.415 -1.282 -0.921 0.131
H 1.271 -0.781 -1.195 0.127
H 1.631 -1.371 1.026 0.103

Which of them is least stable? Easy: (w).

(w)
12
Properties=species:S:1:pos:R:3:lowdin_charge:R:1 method="wB97M-V/def2-TZVPD" spin_multiplicity=1 lumo_ev=-0.54 orbital_gap_ev=9.13 e_homo_ev=-9.67
N -1.522 -0.898 0.154 -0.024
C -0.975 -0.077 -0.721 -0.155
C 0.903 0.692 0.264 -0.343
O 1.080 0.019 1.312 -0.070
C 1.739 0.434 -0.910 -0.189
N 2.385 0.253 -1.854 0.158
H -0.604 -1.327 1.082 0.095
H -2.131 -0.385 0.796 0.086
H -0.446 -0.522 -1.561 0.083
H -1.351 0.939 -0.842 0.096
H 0.481 1.701 0.325 0.124
H 0.087 -0.981 1.517 0.138

(x)
12
Properties=species:S:1:pos:R:3:lowdin_charge:R:1 method="wB97M-V/def2-TZVPD" spin_multiplicity=1 lumo_ev=0.86 orbital_gap_ev=10.11 smiles="C/N=C/NC=O" e_homo_ev=-9.25
C 1.716 -1.059 0.321 -0.138
N 0.612 -0.164 0.101 -0.016
C -0.542 -0.515 -0.263 -0.231
N -1.571 0.434 -0.281 0.036
C -1.176 1.747 0.081 -0.330
O -0.787 2.086 1.162 0.077
H 2.623 -0.635 -0.125 0.072
H 1.619 -2.099 -0.032 0.072
H 1.896 -1.084 1.401 0.078
H -0.866 -1.508 -0.598 0.129
H -2.274 0.341 -1.009 0.126
H -1.251 2.455 -0.756 0.125

Which of them is least stable? Easy: (w).

(w)
12
Properties=species:S:1:pos:R:3:lowdin_charge:R:1 method="wB97M-V/def2-TZVPD" spin_multiplicity=1 lumo_ev=1.00 orbital_gap_ev=10.24 e_homo_ev=-9.24
C -0.454 1.146 -0.162 -0.243
C 0.441 -1.050 0.190 -0.141
C -0.599 -0.789 1.269 -0.162
H 1.262 0.982 -2.570 0.134
H -1.010 1.736 0.648 0.146
H 1.461 -0.615 0.447 0.127
H 0.545 -2.050 -0.286 0.106
H -1.436 -1.436 1.438 0.093
H -0.169 -0.059 2.081 0.140
N 0.228 1.702 -1.047 0.009
N -0.772 -0.243 -0.040 -0.093
O 0.504 0.676 -1.968 -0.115

(x)
12
Properties=species:S:1:pos:R:3:lowdin_charge:R:1 method="wB97M-V/def2-TZVPD" spin_multiplicity=1 lumo_ev=0.79 orbital_gap_ev=10.22 smiles="[H]/N=C/CNC=O" e_homo_ev=-9.43
O 2.589 -0.198 0.401 0.020
C 1.410 -0.129 0.655 -0.431
N 0.199 1.136 -0.953 0.108
C -0.903 0.670 -0.544 -0.192
C -0.863 -0.594 0.314 -0.203
N 0.481 -1.109 0.357 -0.006
H 0.145 1.952 -1.552 0.075
H -1.880 1.071 -0.826 0.109
H 0.862 0.691 1.256 0.144
H -1.182 -0.422 1.353 0.119
H -1.554 -1.331 -0.103 0.119
H 0.759 -1.768 -0.359 0.139

Which of them is least stable? Easy: (w).

(w)
14
Properties=species:S:1:pos:R:3:lowdin_charge:R:1 method="wB97M-V/def2-TZVPD" spin_multiplicity=1 lumo_ev=1.00 orbital_gap_ev=9.61 smiles=CNCSC e_homo_ev=-8.61
C 0.813 1.705 -1.704 -0.366
S 0.169 2.033 0.032 0.758
H 0.192 2.293 -2.336 -0.004
H 1.818 2.059 -1.836 0.011
H 0.711 0.550 -1.816 0.066
C -0.308 -1.970 1.002 -0.144
C -0.626 0.529 0.619 -0.612
N 0.278 -0.568 1.029 -0.176
H -1.191 -1.961 1.696 0.075
H 0.285 -2.755 1.584 0.089
H -0.629 -2.363 0.060 0.049
H -1.362 0.312 -0.202 0.075
H -1.235 0.834 1.510 0.083
H 1.084 -0.698 0.362 0.095

(x)
14
Properties=species:S:1:pos:R:3:lowdin_charge:R:1 method="wB97M-V/def2-TZVPD" spin_multiplicity=1 lumo_ev=0.98 orbital_gap_ev=9.77 smiles="C=N.CCS" e_homo_ev=-8.78
C 2.573 -1.297 -0.790 -0.139
N 2.764 -0.227 -0.155 0.023
H 3.393 -1.917 -1.173 0.063
H 1.588 -1.661 -1.065 0.046
H 0.236 0.975 1.195 -0.155
H 3.744 -0.060 0.048 0.038
C -1.612 -1.028 -0.589 -0.201
C -1.311 0.458 -0.585 -0.631
S -1.118 1.146 1.102 0.655
H -0.950 -1.583 0.069 0.057
H -1.522 -1.427 -1.608 0.067
H -2.675 -1.180 -0.390 0.067
H -2.176 1.034 -0.914 0.046
H -0.480 0.654 -1.260 0.063

(y)
14
Properties=species:S:1:pos:R:3:lowdin_charge:R:1 method="wB97M-V/def2-TZVPD" spin_multiplicity=1 lumo_ev=-0.07 orbital_gap_ev=8.81 e_homo_ev=-8.88
C -0.884 -0.167 1.562 -0.183
C -0.110 0.579 0.421 -0.915
C 0.892 -0.007 -0.325 -0.506
H -0.944 -1.607 1.305 0.151
H -0.197 0.143 2.811 0.166
H -2.261 0.337 1.254 0.156
H 0.113 1.406 1.038 0.040
H -1.409 0.636 -1.983 -0.058
H 1.711 0.928 -0.379 0.159
H 1.357 -0.547 0.596 0.110
H 1.136 -1.921 -1.154 0.157
H 1.316 -0.464 -2.748 0.226
N 0.408 -0.893 -1.573 -0.111
S -1.129 1.578 -0.827 0.607

Which of them is least stable? Easy: (y).

(w)
14
Properties=species:S:1:pos:R:3:lowdin_charge:R:1 method="wB97M-V/def2-TZVPD" spin_multiplicity=1 lumo_ev=0.91 orbital_gap_ev=9.54 smiles="C=N.CSC" e_homo_ev=-8.63
C 1.757 -2.894 -0.114 -0.140
N 2.855 -3.227 0.402 0.012
H 1.381 -3.272 -1.061 0.060
H 1.222 -2.048 0.313 0.042
H 3.160 -2.723 1.224 0.032
C -0.603 0.957 1.072 -0.381
S -1.780 0.546 -0.316 0.689
C -1.726 2.144 -1.194 -0.441
H 0.249 0.317 0.857 -0.001
H -0.256 1.974 0.906 0.023
H -1.082 0.880 2.036 0.024
H -2.103 2.039 -2.210 0.027
H -0.712 2.527 -1.317 0.034
H -2.363 2.781 -0.597 0.020

(x)
14
Properties=species:S:1:pos:R:3:lowdin_charge:R:1 method="wB97M-V/def2-TZVPD" spin_multiplicity=1 lumo_ev=1.05 orbital_gap_ev=9.81 smiles="C=N.CCS" e_homo_ev=-8.76
C 1.057 1.510 2.905 -0.102
N 0.058 1.277 2.036 -0.027
H 1.159 2.475 3.364 0.039
H 1.605 0.636 3.253 0.051
H 0.787 -2.995 -1.271 -0.195
H -0.640 2.067 1.739 0.069
C -0.145 0.039 -1.852 -0.195
C -0.923 -1.091 -1.278 -0.601
S 0.173 -2.284 -0.350 0.649
H 0.275 0.610 -1.084 0.034
H 0.597 -0.400 -2.586 0.091
H -0.826 0.628 -2.478 0.073
H -1.560 -0.799 -0.469 0.036
H -1.618 -1.674 -1.929 0.078

Which of them is least stable? Easy: (x).

(w)
14
Properties=species:S:1:pos:R:3:lowdin_charge:R:1 method="wB97M-V/def2-TZVPD" spin_multiplicity=1 lumo_ev=0.99 orbital_gap_ev=9.34 smiles="C=N.CSC" e_homo_ev=-8.35
C 1.242 1.512 -1.559 -0.141
N 0.028 1.641 -1.910 0.011
H 1.473 1.902 -0.572 0.051
H 1.973 1.215 -2.311 0.067
H -0.131 1.187 -2.812 0.035
C -1.749 -1.443 0.565 -0.397
S 0.003 -1.822 1.010 0.694
C 0.723 -0.200 1.489 -0.420
H -1.918 -1.928 -0.386 0.016
H -1.777 -0.359 0.464 0.021
H -2.425 -1.802 1.331 0.019
H 1.746 -0.333 1.149 0.014
H 0.126 0.544 0.971 0.006
H 0.686 -0.116 2.571 0.022

(x)
14
Properties=species:S:1:pos:R:3:lowdin_charge:R:1 method="wB97M-V/def2-TZVPD" spin_multiplicity=1 lumo_ev=-0.65 orbital_gap_ev=8.36 e_homo_ev=-9.02
C 0.578 1.828 -0.974 -0.105
N -0.398 1.004 -0.156 -0.135
C 0.037 -0.349 0.026 -0.421
C -0.981 -1.350 0.520 -0.681
S -0.289 -3.019 0.557 0.578
H 1.558 1.802 -0.477 0.072
H 0.650 1.571 -2.016 0.066
H 0.188 2.845 -0.850 0.073
H -0.513 1.492 0.735 0.104
H 0.983 -0.459 0.605 0.072
H 0.260 -0.722 -0.990 0.111
H -1.855 -1.300 -0.144 0.079
H -1.357 -1.146 1.545 0.065
H 1.139 -2.195 1.620 0.123

Which of them is least stable? Easy: (x).

(w)
11
Properties=species:S:1:pos:R:3:lowdin_charge:R:1 method="wB97M-V/def2-TZVPD" spin_multiplicity=1 lumo_ev=-0.40 orbital_gap_ev=9.38 smiles="O=C1ON=CC=CS1" e_homo_ev=-9.78
C -1.203 -0.394 0.024 -0.752
C 0.828 1.419 0.449 -0.405
C 1.765 0.491 0.492 -0.180
C 1.822 -0.777 -0.253 -0.127
H 1.107 2.368 1.061 0.121
H 2.787 0.664 0.882 0.114
H 2.698 -1.052 -0.812 0.113
N 0.833 -1.594 -0.523 0.128
O -2.353 -0.589 0.384 0.057
O -0.294 -1.306 0.411 -0.074
S -0.657 1.244 -0.506 1.003

(x)
11
Properties=species:S:1:pos:R:3:lowdin_charge:R:1 method="wB97M-V/def2-TZVPD" spin_multiplicity=1 lumo_ev=-1.63 orbital_gap_ev=7.46 smiles="[O-][N+](=S)c1ccco1" e_homo_ev=-9.09
C 0.131 -0.096 0.392 -0.353
C 0.000 -0.580 1.663 0.057
C 0.435 0.565 2.518 -0.058
C 0.655 1.594 1.744 -0.113
H -0.285 -1.522 2.135 0.121
H 0.481 0.496 3.730 0.164
H 1.219 2.536 1.662 0.154
N -0.404 -0.640 -0.806 -0.618
O -0.975 -1.745 -0.764 -0.071
O 0.572 1.116 0.508 0.027
S -0.168 -0.056 -2.359 0.689

Which of them is least stable? Easy: (x).